No. 1
Here is 3 unconnected molecules or ions with the total composition C26H50FO11P3 from OMol25. Energies are from ωB97M-V/def2-TZVPD.

Last columns: bonded neighbours and bond lengths (Å).
Geometry (Å):
1 C 3.923 -3.090 0.512  C2 1.673, H20 1.193, H21 1.185, H22 1.179
2 C 3.252 -4.273 -0.462  C1 1.673, P3 1.905, H23 1.194, H24 1.169
3 P 2.445 -3.352 -1.921  C2 1.905, C4 1.948, C5 1.897
4 C 3.548 -1.771 -2.206  P3 1.948, H25 1.193, H26 1.182, H27 1.173
5 C 2.524 -4.289 -3.568  P3 1.897, C6 1.519, C18 1.670
6 C 2.014 -3.579 -4.811  C5 1.519, C7 1.673, H28 1.190
7 C 2.103 -4.441 -6.242  C6 1.673, O8 1.336, C9 1.675
8 O 1.172 -4.379 -7.198  C7 1.336
9 C 3.469 -5.403 -6.348  C7 1.675, C10 1.633, C13 1.523
10 C 4.131 -5.508 -7.838  C9 1.633, O11 1.500, H29 1.168, H30 1.194
11 O 4.547 -4.187 -8.414  C10 1.500, C12 1.470
12 C 5.709 -3.645 -7.695  O11 1.470, H31 1.177, H32 1.194, H33 1.170
13 C 3.989 -6.109 -5.103  C9 1.523, C14 1.609, C18 1.632
14 C 5.314 -6.999 -5.307  C13 1.609, C15 1.608, H34 1.194, H35 1.195
15 C 6.042 -7.692 -4.052  C14 1.608, C16 1.674, F17 1.472, H36 1.196
16 C 7.393 -6.791 -3.648  C15 1.674, H37 1.169, H38 1.194, H39 1.188
17 F 5.225 -8.049 -2.880  C15 1.472
18 C 3.058 -5.856 -3.788  C5 1.670, C13 1.632, O19 1.329
19 O 2.583 -6.744 -2.921  C18 1.329
20 H 3.220 -2.127 0.542  C1 1.193
21 H 4.955 -2.766 0.029  C1 1.185
22 H 4.024 -3.435 1.635  C1 1.179
23 H 2.407 -4.768 0.220  C2 1.194
24 H 4.014 -5.113 -0.749  C2 1.169
25 H 3.218 -1.337 -3.267  C4 1.193
26 H 4.685 -2.073 -2.323  C4 1.182
27 H 3.350 -0.991 -1.353  C4 1.173
28 H 1.580 -2.472 -4.759  C6 1.190
29 H 4.991 -6.288 -7.965  C10 1.168
30 H 3.253 -5.876 -8.561  C10 1.194
31 H 6.705 -3.633 -8.321  C12 1.177
32 H 5.447 -2.504 -7.459  C12 1.194
33 H 5.940 -4.148 -6.665  C12 1.170
34 H 5.060 -7.850 -6.105  C14 1.194
35 H 6.127 -6.321 -5.861  C14 1.195
36 H 6.507 -8.722 -4.442  C15 1.196
37 H 7.061 -5.959 -2.898  C16 1.169
38 H 8.189 -7.550 -3.182  C16 1.194
39 H 7.930 -6.346 -4.610  C16 1.188
40 O 1.362 1.070 0.469  P41 1.548
41 P 0.630 0.728 1.789  O40 1.548, O42 1.652, O45 1.664, O48 1.730
42 O -0.865 0.751 1.086  P41 1.652, C43 1.417
43 C -1.217 -0.320 0.227  O42 1.417, C44 1.517, H51 1.094, H52 1.095
44 C -1.281 -1.642 0.967  C43 1.517, H53 1.094, H54 1.093, H55 1.094
45 O 0.695 2.301 2.328  P41 1.664, C46 1.422
46 C 1.896 3.040 2.146  O45 1.422, C47 1.520, H56 1.096, H57 1.094
47 C 1.721 4.027 1.004  C46 1.520, H58 1.095, H59 1.094, H60 1.095
48 O -0.189 0.345 3.264  P41 1.730, C49 1.425
49 C -1.106 1.206 3.933  O48 1.425, C50 1.518, H61 1.093, H62 1.096
50 C -2.505 1.200 3.343  C49 1.518, H63 1.093, H64 1.099, H65 1.093
51 H -0.514 -0.375 -0.610  C43 1.094
52 H -2.203 -0.089 -0.187  C43 1.095
53 H -0.290 -1.936 1.327  C44 1.094
54 H -1.658 -2.433 0.313  C44 1.093
55 H -1.932 -1.572 1.843  C44 1.094
56 H 2.747 2.372 1.971  C46 1.096
57 H 2.103 3.584 3.073  C46 1.094
58 H 1.284 3.556 0.118  C47 1.095
59 H 2.679 4.476 0.724  C47 1.094
60 H 1.035 4.828 1.297  C47 1.095
61 H -0.729 2.227 4.034  C49 1.093
62 H -1.177 0.819 4.955  C49 1.096
63 H -2.554 1.785 2.421  C50 1.093
64 H -3.215 1.653 4.048  C50 1.099
65 H -2.839 0.183 3.119  C50 1.093
66 O -4.742 4.375 4.435  P67 1.548
67 P -5.937 5.077 3.746  O66 1.548, O68 1.652, O71 1.664, O74 1.730
68 O -5.411 6.592 4.144  P67 1.652, C69 1.417
69 C -4.283 7.110 3.458  O68 1.417, C70 1.517, H77 1.094, H78 1.095
70 C -4.557 7.293 1.978  C69 1.517, H79 1.094, H80 1.093, H81 1.094
71 O -6.950 4.800 5.037  P67 1.664, C72 1.422
72 C -6.916 3.530 5.676  O71 1.422, C73 1.520, H82 1.096, H83 1.094
73 C -6.175 3.642 6.998  C72 1.520, H84 1.095, H85 1.094, H86 1.095
74 O -7.273 5.862 2.976  P67 1.730, C75 1.425
75 C -8.261 6.637 3.649  O74 1.425, C76 1.518, H87 1.093, H88 1.096
76 C -7.822 8.054 3.973  C75 1.518, H89 1.093, H90 1.099, H91 1.093
77 H -3.417 6.460 3.617  C69 1.094
78 H -4.053 8.081 3.907  C69 1.095
79 H -4.716 6.328 1.488  C70 1.094
80 H -3.716 7.794 1.489  C70 1.093
81 H -5.461 7.888 1.816  C70 1.094
82 H -6.461 2.774 5.026  C72 1.096
83 H -7.947 3.214 5.859  C72 1.094
84 H -5.225 4.175 6.892  C73 1.095
85 H -5.975 2.653 7.420  C73 1.094
86 H -6.770 4.213 7.718  C73 1.095
87 H -8.654 6.136 4.537  C75 1.093
88 H -9.104 6.702 2.953  C75 1.096
89 H -7.148 8.079 4.833  C76 1.093
90 H -8.694 8.669 4.232  C76 1.099
91 H -7.311 8.516 3.126  C76 1.093

Calculated values
SMILES: CCP(C)C1=CC(=O)C(COC)=C(C[C@@H](C)F)C1=O.CCOP(=O)(OCC)OCC.CCOP(=O)(OCC)OCC
E_HOMO in eV: -8.2
LUMO in eV: -2.24

No. 2
Here is 5 unconnected molecules or ions with the total composition C26H50N2O15P from OMol25. Energies are from ωB97M-V/def2-TZVPD.

Last columns: bonded neighbours and bond lengths (Å).
Geometry (Å):
1 C 6.149 -2.873 -2.166  C2 1.228, H17 1.120
2 C 5.208 -2.085 -2.155  C1 1.228, C3 1.594
3 C 4.079 -0.976 -1.962  C2 1.594, C4 1.648, O16 1.446, H18 1.140
4 C 4.278 -0.573 -0.377  C3 1.648, O5 1.428, H19 1.139, H20 1.144
5 O 4.982 0.667 -0.439  C4 1.428, P6 1.746
6 P 4.136 1.561 -1.676  O5 1.746, N7 1.770, N11 1.813, O16 1.767, H21 1.460, H22 1.460
7 N 5.578 2.393 -2.277  P6 1.770, C8 1.290
8 C 6.692 1.832 -1.947  N7 1.290, C9 1.607, C10 1.578
9 C 7.561 2.547 -0.800  C8 1.607, H23 1.134, H24 1.132, H25 1.138
10 C 7.318 0.535 -2.592  C8 1.578, H26 1.137, H27 1.142, H28 1.131
11 N 2.907 2.543 -2.578  P6 1.813, C12 1.489, C13 1.451
12 C 3.027 2.414 -4.057  N11 1.489, H29 1.134, H30 1.128, H31 1.144
13 C 2.869 3.924 -2.137  N11 1.451, C14 1.604, O15 1.226
14 C 1.761 4.269 -1.030  C13 1.604, H32 1.127, H33 1.134, H34 1.139
15 O 3.617 4.818 -2.521  C13 1.226
16 O 4.184 0.198 -2.800  C3 1.446, P6 1.767
17 H 6.985 -3.543 -1.838  C1 1.120
18 H 3.118 -1.527 -2.231  C3 1.140
19 H 3.350 -0.642 0.281  C4 1.139
20 H 4.907 -1.424 0.060  C4 1.144
21 H 3.870 2.520 -0.608  P6 1.460
22 H 2.958 0.883 -1.143  P6 1.460
23 H 8.624 2.173 -0.923  C9 1.134
24 H 7.540 3.664 -0.974  C9 1.132
25 H 7.158 2.264 0.226  C9 1.138
26 H 6.652 0.208 -3.453  C10 1.137
27 H 8.304 0.846 -3.078  C10 1.142
28 H 7.477 -0.297 -1.843  C10 1.131
29 H 2.273 1.651 -4.425  C12 1.134
30 H 4.076 2.246 -4.439  C12 1.128
31 H 2.690 3.413 -4.502  C12 1.144
32 H 1.137 5.147 -1.365  C14 1.127
33 H 2.295 4.459 -0.048  C14 1.134
34 H 1.064 3.373 -0.940  C14 1.139
35 C 7.429 -2.685 -9.601  C36 1.517, H42 1.092, H43 1.092, H44 1.092
36 C 8.045 -2.886 -8.229  C35 1.517, O37 1.430, H45 1.092, H46 1.093
37 O 7.508 -1.960 -7.281  C36 1.430, C38 1.344
38 C 6.282 -2.256 -6.815  O37 1.344, O39 1.208, O40 1.334
39 O 5.622 -3.220 -7.121  C38 1.208
40 O 5.911 -1.285 -5.978  C38 1.334, C41 1.431
41 C 4.576 -1.421 -5.481  O40 1.431, H47 1.091, H48 1.092, H49 1.091
42 H 7.530 -1.645 -9.918  C35 1.092
43 H 7.908 -3.332 -10.338  C35 1.092
44 H 6.361 -2.912 -9.590  C35 1.092
45 H 9.118 -2.690 -8.282  C36 1.092
46 H 7.921 -3.913 -7.877  C36 1.093
47 H 4.418 -2.404 -5.034  C41 1.091
48 H 3.860 -1.246 -6.287  C41 1.092
49 H 4.424 -0.664 -4.711  C41 1.091
50 C -4.712 2.573 0.624  C51 1.517, H57 1.093, H58 1.091, H59 1.092
51 C -3.746 1.649 1.340  C50 1.517, O52 1.432, H60 1.092, H61 1.093
52 O -3.200 0.677 0.440  C51 1.432, C53 1.344
53 C -2.229 1.125 -0.374  O52 1.344, O54 1.205, O55 1.338
54 O -1.789 2.246 -0.399  C53 1.205
55 O -1.857 0.116 -1.170  C53 1.338, C56 1.431
56 C -0.892 0.484 -2.160  O55 1.431, H62 1.091, H63 1.091, H64 1.089
57 H -5.479 1.997 0.103  C50 1.093
58 H -5.192 3.251 1.332  C50 1.091
59 H -4.197 3.173 -0.130  C50 1.092
60 H -4.283 1.094 2.112  C51 1.092
61 H -2.949 2.205 1.838  C51 1.093
62 H -0.023 0.967 -1.709  C56 1.091
63 H -1.353 1.138 -2.903  C56 1.091
64 H -0.559 -0.425 -2.660  C56 1.089
65 C -10.265 0.393 4.327  C66 1.517, H72 1.092, H73 1.091, H74 1.092
66 C -9.294 -0.531 5.037  C65 1.517, O67 1.434, H75 1.092, H76 1.091
67 O -8.746 -1.499 4.133  C66 1.434, C68 1.341
68 C -7.780 -1.052 3.318  O67 1.341, O69 1.208, O70 1.338
69 O -7.337 0.071 3.288  C68 1.208
70 O -7.410 -2.060 2.520  C68 1.338, C71 1.429
71 C -6.451 -1.689 1.528  O70 1.429, H77 1.091, H78 1.091, H79 1.089
72 H -11.032 -0.185 3.806  C65 1.092
73 H -10.746 1.066 5.039  C65 1.091
74 H -9.756 0.997 3.574  C65 1.092
75 H -9.825 -1.091 5.809  C66 1.092
76 H -8.498 0.026 5.534  C66 1.091
77 H -5.583 -1.205 1.977  C71 1.091
78 H -6.916 -1.035 0.789  C71 1.091
79 H -6.118 -2.597 1.027  C71 1.089
80 C -5.027 -2.708 10.386  C81 1.517, H87 1.092, H88 1.091, H89 1.092
81 C -6.399 -2.811 9.748  C80 1.517, O82 1.433, H90 1.092, H91 1.093
82 O -6.767 -1.582 9.110  C81 1.433, C83 1.341
83 C -6.190 -1.354 7.921  O82 1.341, O84 1.205, O85 1.340
84 O -5.414 -2.084 7.358  C83 1.205
85 O -6.605 -0.158 7.479  C83 1.340, C86 1.429
86 C -5.984 0.255 6.260  O85 1.429, H92 1.090, H93 1.091, H94 1.089
87 H -4.981 -1.849 11.060  C80 1.092
88 H -4.794 -3.615 10.947  C80 1.091
89 H -4.252 -2.563 9.632  C80 1.092
90 H -7.146 -2.994 10.523  C81 1.092
91 H -6.455 -3.643 9.042  C81 1.093
92 H -6.085 -0.505 5.486  C86 1.090
93 H -4.932 0.484 6.437  C86 1.091
94 H -6.484 1.161 5.920  C86 1.089

Calculated values
Charge: -1
E_HOMO in eV: -4.0
LUMO in eV: 1.78

No. 3
Here is 9 unconnected molecules or ions with the total composition C26H50N4O15 from OMol25. Energies are from ωB97M-V/def2-TZVPD.

Last columns: bonded neighbours and bond lengths (Å).
Geometry (Å):
1 C 0.672 -3.003 -1.408  O2 1.413, H10 1.094, H11 1.099, H12 1.088
2 O 1.123 -1.708 -1.751  C1 1.413, C3 1.428
3 C 1.740 -1.700 -3.038  O2 1.428, C4 1.500, H13 1.098, H14 1.097
4 C 1.745 -0.306 -3.591  C3 1.500, O5 1.408, H15 1.094, H16 1.103
5 O 0.420 0.171 -3.556  C4 1.408, C6 1.417
6 C 0.216 1.408 -4.215  O5 1.417, C7 1.515, H17 1.098, H18 1.094
7 C 0.129 1.276 -5.722  C6 1.515, O8 1.419, H19 1.098, H20 1.093
8 O 1.436 1.303 -6.272  C7 1.419, C9 1.419
9 C 1.371 1.110 -7.676  O8 1.419, H21 1.094, H22 1.087, H23 1.097
10 H 1.387 -3.781 -1.691  C1 1.094
11 H -0.254 -3.257 -1.943  C1 1.099
12 H 0.437 -3.011 -0.346  C1 1.088
13 H 1.185 -2.377 -3.701  C3 1.098
14 H 2.740 -2.137 -2.923  C3 1.097
15 H 2.220 -0.251 -4.575  C4 1.094
16 H 2.409 0.327 -2.978  C4 1.103
17 H 0.934 2.185 -3.919  C6 1.098
18 H -0.723 1.792 -3.807  C6 1.094
19 H -0.456 2.131 -6.088  C7 1.098
20 H -0.381 0.342 -5.974  C7 1.093
21 H 0.867 0.175 -7.940  C9 1.094
22 H 2.356 1.111 -8.135  C9 1.087
23 H 0.787 1.945 -8.082  C9 1.097
24 C 3.919 -2.287 1.028  O25 1.430, H30 1.087, H31 1.090, H32 1.088
25 O 5.188 -1.630 1.041  C24 1.430, C26 1.317
26 C 6.266 -2.357 1.249  O25 1.317, O27 1.200, O28 1.340
27 O 6.323 -3.545 1.406  C26 1.200
28 O 7.316 -1.525 1.239  C26 1.340, C29 1.430
29 C 8.582 -2.149 1.008  O28 1.430, H33 1.089, H34 1.083, H35 1.092
30 H 3.348 -1.982 1.901  C24 1.087
31 H 4.011 -3.371 1.090  C24 1.090
32 H 3.451 -2.054 0.074  C24 1.088
33 H 8.787 -2.862 1.805  C29 1.089
34 H 9.344 -1.384 0.933  C29 1.083
35 H 8.524 -2.701 0.068  C29 1.092
36 C -3.263 3.607 0.861  O37 1.418, H42 1.085, H43 1.094, H44 1.088
37 O -3.688 2.290 0.556  C36 1.418, C38 1.321
38 C -3.008 1.265 1.036  O37 1.321, O39 1.210, O40 1.321
39 O -1.962 1.318 1.642  C38 1.210
40 O -3.632 0.151 0.697  C38 1.321, C41 1.432
41 C -3.246 -1.050 1.375  O40 1.432, H45 1.088, H46 1.085, H47 1.088
42 H -3.955 4.331 0.443  C36 1.085
43 H -2.303 3.785 0.370  C36 1.094
44 H -3.145 3.743 1.934  C36 1.088
45 H -3.534 -1.010 2.423  C41 1.088
46 H -2.185 -1.208 1.210  C41 1.085
47 H -3.803 -1.871 0.930  C41 1.088
48 C -0.002 2.277 -0.781  O49 1.432, H54 1.087, H55 1.083, H56 1.092
49 O -0.630 3.276 -1.593  C48 1.432, C50 1.330
50 C 0.055 4.406 -1.742  O49 1.330, O51 1.202, O52 1.335
51 O 0.957 4.777 -1.039  C50 1.202
52 O -0.413 5.054 -2.812  C50 1.335, C53 1.420
53 C -0.182 6.455 -2.853  O52 1.420, H57 1.093, H58 1.090, H59 1.085
54 H -0.669 1.422 -0.861  C48 1.087
55 H 0.133 2.568 0.253  C48 1.083
56 H 0.883 1.881 -1.285  C48 1.092
57 H 0.672 6.645 -3.508  C53 1.093
58 H 0.126 6.867 -1.892  C53 1.090
59 H -1.059 6.977 -3.223  C53 1.085
60 C -3.291 -3.875 4.064  O61 1.419, H66 1.089, H67 1.084, H68 1.091
61 O -4.648 -3.765 4.464  C60 1.419, C62 1.320
62 C -5.551 -3.650 3.509  O61 1.320, O63 1.207, O64 1.329
63 O -5.323 -3.639 2.323  C62 1.207
64 O -6.751 -3.570 4.075  C62 1.329, C65 1.423
65 C -7.852 -3.352 3.200  O64 1.423, H69 1.088, H70 1.084, H71 1.092
66 H -3.092 -4.700 3.381  C60 1.089
67 H -2.660 -3.945 4.942  C60 1.084
68 H -3.027 -2.965 3.521  C60 1.091
69 H -7.555 -2.816 2.300  C65 1.088
70 H -8.624 -2.834 3.758  C65 1.084
71 H -8.241 -4.314 2.860  C65 1.092
72 C -2.381 -0.157 -2.152  C73 1.467, H75 1.090, H76 1.089, H77 1.087
73 C -2.619 -0.590 -3.533  C72 1.467, N74 1.147
74 N -2.808 -0.952 -4.605  C73 1.147
75 H -1.439 -0.551 -1.770  C72 1.090
76 H -3.189 -0.594 -1.567  C72 1.089
77 H -2.385 0.926 -2.059  C72 1.087
78 C 0.724 -0.570 1.236  C79 1.471, H81 1.084, H82 1.086, H83 1.089
79 C 0.080 -1.713 1.900  C78 1.471, N80 1.149
80 N -0.391 -2.623 2.420  C79 1.149
81 H 1.722 -0.906 0.981  C78 1.084
82 H 0.632 0.228 1.967  C78 1.086
83 H 0.158 -0.375 0.327  C78 1.089
84 C -0.074 0.683 5.762  C85 1.450, H87 1.091, H88 1.088, H89 1.092
85 C -1.443 1.129 5.940  C84 1.450, N86 1.149
86 N -2.527 1.481 6.081  C85 1.149
87 H 0.146 0.009 6.591  C84 1.091
88 H 0.649 1.494 5.701  C84 1.088
89 H 0.141 0.098 4.865  C84 1.092
90 C 3.866 2.517 4.141  C91 1.462, H93 1.085, H94 1.090, H95 1.093
91 C 3.348 1.225 3.697  C90 1.462, N92 1.146
92 N 2.943 0.208 3.358  C91 1.146
93 H 4.870 2.362 4.521  C90 1.085
94 H 3.197 3.020 4.840  C90 1.090
95 H 3.824 3.223 3.308  C90 1.093

Calculated values
SMILES: COC(=O)OC.COC(=O)OC.COC(=O)OC.COC(=O)OC.COCCOCCOC.CC#N.CC#N.CC#N.CC#N
ΔE to the lowest compared entry with this formula, charge and spin in eV: 0.000
E_HOMO in eV: -9.7
LUMO in eV: 0.23